Record 1
Here is a structure of composition C47H44BClN9O2Tl from OMol25. Energies are from the ωB97M-V functional and the def2-TZVPD basis.

```
105
Properties=species:S:1:pos:R:3:forces:R:3
Tl 0.102135 -0.179810 0.167653 -0.056 0.176 -0.386
C -0.274194 -3.244311 -1.949144 0.011 0.063 0.033
O -0.637514 -1.880843 -1.805533 0.250 -0.362 0.295
C -1.215110 -1.245624 -2.865509 0.125 -0.001 -0.138
C -1.463773 -1.846156 -4.083768 0.007 -0.069 -0.067
C -2.039177 -1.113081 -5.118014 -0.040 0.088 0.013
C -2.364373 0.214966 -4.903779 0.010 -0.026 0.055
C -2.107679 0.816259 -3.674279 0.032 0.024 0.001
C -1.505885 0.105914 -2.633077 0.133 0.386 0.029
N -1.207813 0.658198 -1.380336 -0.180 -0.096 0.078
N -1.636821 1.947713 -1.254782 0.225 0.069 -0.144
C -1.873640 2.537742 -0.144752 -0.176 -0.023 0.092
C -1.843146 1.960870 1.271783 -0.085 -0.078 -0.031
O -1.402582 0.720774 1.440042 0.035 0.147 0.038
C -1.186815 2.908923 2.253236 0.091 0.186 -0.112
C -1.379332 4.431224 2.028362 0.075 -0.048 -0.072
C -2.121124 4.848739 0.791559 0.050 0.015 0.082
C -2.547340 6.170969 0.666786 0.007 0.005 0.072
C -3.178519 6.613149 -0.481784 -0.005 -0.033 -0.023
C -3.396385 5.721275 -1.527372 0.007 -0.009 0.033
C -2.976386 4.408941 -1.412092 0.003 -0.076 -0.036
C -2.329270 3.959142 -0.260178 0.090 -0.135 0.024
H 0.463086 -3.372966 -2.746015 0.001 0.029 -0.018
H -1.152750 -3.858810 -2.156089 -0.032 0.003 0.002
H 0.162697 -3.549450 -0.999153 -0.017 0.036 -0.036
H -1.213600 -2.887032 -4.242697 -0.010 0.048 0.034
H -2.234271 -1.589069 -6.070878 -0.002 0.026 0.040
H -2.829863 0.795471 -5.692817 0.036 -0.021 0.059
H -2.363217 1.851511 -3.501894 0.000 -0.034 -0.041
H -1.422744 2.573121 3.258807 -0.010 -0.002 0.074
H -1.798077 4.943807 2.894161 0.021 0.006 0.028
H -2.383561 6.857580 1.493618 -0.015 -0.060 -0.060
H -3.511685 7.641138 -0.559760 0.012 -0.032 0.003
H -3.907335 6.047946 -2.424251 0.009 -0.004 0.003
H -3.154534 3.701185 -2.212080 0.008 0.044 0.029
C 0.951810 -5.032627 2.958330 -0.032 0.064 -0.018
C 0.084016 -4.045983 2.243322 -0.009 -0.049 -0.048
C -1.263644 -4.127327 1.982130 -0.136 -0.056 0.032
C -1.604950 -2.956236 1.282519 -0.168 -0.051 -0.092
N -0.500865 -2.213180 1.135442 0.141 -0.120 0.058
N 0.528609 -2.890213 1.719530 0.060 0.129 0.040
B 1.976449 -2.357110 1.749202 -0.057 0.024 -0.004
N 2.539160 -2.240093 0.314581 -0.169 0.086 0.054
N 2.065016 -1.367393 -0.623105 0.227 -0.190 0.224
C 2.776598 -1.580243 -1.740218 -0.013 -0.097 -0.086
C 3.689261 -2.623644 -1.509884 0.161 0.120 -0.210
C 3.516851 -3.004826 -0.201537 -0.050 -0.054 0.014
C 4.239748 -4.074548 0.555192 -0.051 0.069 -0.018
C 2.649122 -0.832075 -3.014745 -0.016 -0.082 0.080
C 3.400635 -1.247317 -4.117990 -0.024 -0.055 -0.056
C 3.314349 -0.583401 -5.330320 0.002 0.020 0.013
C 2.479936 0.519327 -5.467896 0.011 0.005 -0.002
C 1.737134 0.948881 -4.379809 -0.030 -0.062 -0.016
C 1.825238 0.278788 -3.167422 -0.170 -0.047 -0.017
N 2.068608 -1.022974 2.509638 -0.037 -0.069 -0.135
N 1.478476 0.135670 2.093094 0.108 -0.198 0.163
C 1.695393 1.050786 3.047715 -0.015 0.132 0.025
C 2.440146 0.453848 4.084424 -0.047 0.196 0.142
C 2.650374 -0.847098 3.712204 0.012 -0.038 -0.032
C 3.378505 -1.917736 4.461585 -0.017 0.035 -0.054
C 1.281610 2.475927 3.022861 -0.099 -0.153 -0.186
C 0.340940 3.040619 1.988811 -0.065 -0.048 0.124
C 0.180579 4.592492 1.928854 -0.080 -0.079 0.132
C 0.770145 5.340983 3.075795 -0.091 0.036 -0.113
C 1.461084 4.727465 4.030562 0.113 -0.150 0.104
C 1.756979 3.290238 3.971833 0.064 0.268 0.146
C -2.954299 -2.639447 0.749800 0.060 -0.015 0.000
C -3.251068 -1.463237 0.065942 0.111 -0.025 0.072
C -4.524323 -1.227748 -0.430173 -0.016 -0.011 0.011
C -5.530101 -2.164832 -0.251686 0.003 0.001 0.010
C -5.251408 -3.341175 0.432221 0.008 0.000 -0.007
C -3.978833 -3.574515 0.926847 0.013 -0.031 -0.012
H 0.340539 -5.874770 3.276965 0.006 -0.001 0.002
H 1.748161 -5.411193 2.315611 -0.039 0.016 0.019
H 1.419851 -4.595486 3.841982 -0.035 -0.009 -0.043
H -1.910979 -4.939810 2.271013 0.049 0.104 -0.028
H 2.646187 -3.157555 2.330104 -0.101 0.098 -0.061
H 4.413086 -3.034368 -2.195125 -0.063 0.052 0.059
H 4.992904 -4.517524 -0.092548 0.018 -0.010 -0.011
H 4.736048 -3.680634 1.443587 -0.027 0.002 -0.059
H 3.559742 -4.864302 0.878818 0.028 0.038 -0.022
H 4.054197 -2.106965 -4.040186 -0.050 0.044 -0.002
H 3.900134 -0.931988 -6.172857 -0.029 0.022 0.040
H 2.407802 1.035152 -6.417767 0.000 -0.025 0.039
H 1.066589 1.794450 -4.470626 0.010 -0.020 0.003
H 1.238129 0.634203 -2.334508 -0.199 -0.165 -0.214
H 2.769238 0.902836 5.007383 -0.023 -0.034 -0.097
H 3.795421 -1.490356 5.372093 -0.008 -0.011 -0.012
H 2.713363 -2.736449 4.741706 0.015 0.042 -0.014
H 4.195290 -2.339983 3.872881 -0.049 0.042 0.033
H 0.568728 2.624552 1.009898 0.003 0.040 -0.037
H 0.487937 5.050501 0.986999 0.008 -0.021 -0.069
H 0.598356 6.414356 3.112918 0.018 -0.095 0.010
H 1.863431 5.292783 4.864320 -0.022 -0.053 -0.040
H 2.418520 2.903302 4.736972 -0.023 0.045 -0.049
H -2.500780 -0.702016 -0.069343 -0.117 -0.026 0.016
H -4.726017 -0.295935 -0.945013 0.024 -0.029 0.016
H -6.526754 -1.978754 -0.634329 0.045 -0.009 0.011
H -6.027876 -4.081957 0.582396 0.029 0.028 -0.001
H -3.789611 -4.501294 1.452568 0.002 0.030 -0.009
N 1.989092 1.694812 -0.545672 -0.059 0.066 0.099
H 2.482708 2.015481 0.279834 -0.005 0.007 0.052
H 1.652329 2.507487 -1.054906 0.045 0.000 0.023
H 2.654710 1.213509 -1.141759 0.041 0.093 0.140
Cl -3.717160 2.008458 1.762970 0.195 -0.007 -0.093
```
Positions in Å, forces in eV/Å.

Summary:
Molar mass in g/mol: 1017.6
Total charge: 0
E_LUMO in eV: 0.2
Total energy in eV: -84852.50705
Energy relative to the best compared isomer or geometry (same formula, charge and spin) in kcal per mole: 5.1
Highest occupied orbital energy in eV: -6.74
Multiplicity: 1
Orbital gap in eV: 6.91

Here are the Mulliken charges for atoms 1 to 5, given in e: number 1, Tl, carries 2.530; number 2, C, carries -1.226; number 3, O, carries 1.500; number 4, C, carries 0.276; number 5, C, carries -0.868

Record 2
Here is a structure of composition C47H45BGeN11OSTc from OMol25. Energies are from the ωB97M-V functional and the def2-TZVPD basis.

```
108
Properties=species:S:1:pos:R:3:forces:R:3
Tc 0.766851 -1.133081 0.897271 0.147 -0.028 0.375
C 2.674109 -0.631094 -2.218637 -0.002 -0.018 0.013
C 1.352229 -1.307301 -2.227084 0.055 0.003 -0.107
C 0.805268 -2.166236 -3.134591 0.005 0.068 -0.013
C -0.504161 -2.414760 -2.698443 0.001 0.031 0.013
N -0.757220 -1.756022 -1.588693 -0.104 -0.022 -0.074
N 0.394040 -1.076229 -1.246637 0.076 -0.028 0.097
B -1.897809 -2.190341 -0.530680 0.033 -0.018 0.006
N -2.220847 -1.077204 0.475763 0.043 -0.008 0.106
C -3.481874 -0.863118 0.922798 -0.004 -0.008 -0.021
C -3.428634 -0.538276 2.244679 -0.011 0.048 -0.026
C -2.068307 -0.581719 2.597264 -0.027 0.010 -0.006
C -1.612135 -0.335485 3.997211 0.051 -0.085 0.027
N -1.336870 -0.904916 1.526720 0.048 -0.009 -0.065
N -1.237654 -3.331545 0.266739 -0.007 -0.033 -0.052
C -1.679024 -4.548546 0.607832 -0.007 0.051 0.050
C -0.648122 -5.230047 1.211538 0.037 0.017 -0.022
C 0.432577 -4.346694 1.219056 -0.023 -0.054 0.037
C 1.793047 -4.662437 1.737686 0.006 -0.004 -0.005
N 0.057282 -3.179828 0.664878 -0.010 0.135 -0.042
N -3.059624 -2.655825 -1.348575 0.041 -0.097 0.016
C -3.257152 -3.860288 -1.965784 0.000 0.029 -0.044
C -4.276187 -3.711334 -2.858533 -0.021 -0.027 0.028
C -4.670175 -2.355109 -2.739730 0.024 0.013 -0.023
C -5.780468 -1.661518 -3.451529 0.002 0.007 -0.003
N -3.921566 -1.727329 -1.854331 -0.021 0.028 0.017
H 2.936528 -0.326345 -3.230443 0.006 -0.012 -0.007
H 2.664378 0.256745 -1.587416 0.003 -0.008 -0.013
H 3.435738 -1.321256 -1.854152 -0.011 0.006 0.018
H 1.272305 -2.550549 -4.024492 0.003 -0.006 -0.015
H -1.259829 -3.049534 -3.134108 -0.020 -0.004 0.000
H -4.309421 -0.970845 0.243215 -0.007 -0.003 0.000
H -4.250059 -0.306144 2.899480 -0.017 0.005 0.017
H -2.220610 -0.952914 4.657954 0.020 -0.031 0.013
H -0.571006 -0.565598 4.181461 -0.014 0.069 -0.013
H -1.784251 0.700632 4.287047 -0.057 0.012 -0.016
H -2.691097 -4.849790 0.399273 0.007 -0.007 0.027
H -0.660075 -6.236502 1.589808 0.004 -0.025 0.000
H 1.888002 -5.741593 1.837506 -0.004 -0.001 -0.002
H 2.565135 -4.310608 1.058050 -0.002 -0.001 0.002
H 1.950186 -4.224814 2.722829 0.008 0.001 0.006
H -2.655935 -4.725503 -1.742419 -0.009 0.006 -0.027
H -4.701197 -4.468988 -3.493308 -0.021 -0.015 -0.015
H -6.742447 -2.096687 -3.179467 0.001 -0.006 -0.001
H -5.790825 -0.607442 -3.187620 -0.007 0.032 -0.001
H -5.672704 -1.757195 -4.532070 0.006 0.006 -0.007
O 2.645528 -1.918701 0.612225 -0.075 0.037 -0.055
N 3.492799 -1.944487 1.661556 0.035 -0.052 0.127
C 4.791322 -2.208136 1.383826 -0.026 -0.005 -0.051
C 5.708464 -2.304099 2.389516 0.000 0.005 0.041
C 5.280623 -2.127990 3.711237 -0.006 -0.006 -0.032
C 3.957152 -1.869300 3.966482 0.018 0.008 -0.020
C 3.031742 -1.786198 2.916996 0.003 -0.014 -0.020
S 1.345115 -1.542918 3.186533 -0.010 -0.065 0.061
H 5.007795 -2.335521 0.333586 0.009 -0.001 0.006
H 6.739476 -2.516138 2.150213 0.006 -0.002 -0.008
H 5.986782 -2.198344 4.526555 0.008 -0.003 0.009
H 3.590371 -1.732672 4.973659 -0.005 0.001 0.008
N 3.627042 1.955399 1.860678 0.086 -0.015 -0.011
C 3.102663 0.886169 1.238124 -0.011 0.037 -0.012
N 1.831301 0.712640 1.526532 -0.055 0.011 -0.081
C 1.487084 1.762236 2.377825 0.068 0.098 0.066
C 0.274917 2.094465 2.970571 0.015 0.034 -0.028
C 0.245525 3.207882 3.779211 0.003 -0.010 -0.001
C 1.391021 3.992408 3.996627 0.028 -0.017 -0.001
C 2.596395 3.686387 3.403050 0.003 -0.003 0.037
C 2.617136 2.553352 2.595210 -0.062 -0.057 0.005
H 4.583449 2.262689 1.783400 -0.054 -0.002 -0.016
H 3.676861 0.256441 0.580958 -0.012 0.037 -0.037
H -0.610931 1.524366 2.756679 0.013 -0.016 0.015
H -0.684728 3.499579 4.246674 -0.008 -0.001 0.011
H 1.322929 4.858395 4.640254 -0.002 0.013 -0.002
H 3.478883 4.289597 3.565545 0.008 0.012 -0.004
C 0.385682 0.105090 -0.386046 -0.292 -0.037 -0.350
Ge -0.206856 1.882656 -1.218375 0.079 0.078 0.043
C 1.424244 2.661796 -1.934817 -0.062 -0.054 0.088
C 2.400278 3.116313 -1.047316 -0.007 0.041 0.010
C 3.591974 3.647758 -1.515736 0.017 0.022 -0.006
C 3.822200 3.735880 -2.883114 -0.022 -0.019 0.007
C 2.847315 3.312633 -3.774682 0.008 -0.008 0.010
C 1.653699 2.780054 -3.303535 -0.020 -0.022 -0.046
C -1.464880 1.367677 -2.602580 0.105 0.030 0.051
C -1.044899 0.727745 -3.769817 -0.032 -0.048 0.015
C -1.944197 0.441831 -4.784598 -0.007 -0.005 -0.015
C -3.275542 0.816018 -4.653533 0.024 0.006 0.006
C -3.698943 1.472436 -3.509195 -0.021 -0.002 -0.015
C -2.801182 1.743105 -2.487003 -0.023 -0.017 0.033
C -1.028997 2.968523 0.150771 0.069 -0.023 -0.065
C -2.137697 2.501049 0.855546 -0.014 -0.030 -0.006
C -2.787647 3.318266 1.767280 -0.018 0.025 -0.031
C -2.338838 4.616804 1.975593 0.012 -0.005 -0.011
C -1.239248 5.092495 1.275723 -0.018 -0.005 -0.001
C -0.586626 4.272286 0.364971 -0.036 0.003 0.001
H 2.205705 3.097695 0.019182 0.012 -0.017 0.016
H 4.332927 4.020121 -0.819202 0.010 0.003 0.005
H 4.748549 4.154816 -3.252002 0.009 0.009 -0.002
H 3.009425 3.407561 -4.839912 0.007 0.006 -0.014
H 0.895567 2.476586 -4.015128 0.021 0.031 0.016
H -0.003606 0.462917 -3.905662 0.030 -0.044 -0.002
H -1.604972 -0.047786 -5.688582 0.003 -0.003 -0.006
H -3.975445 0.612537 -5.453062 -0.008 -0.006 -0.006
H -4.729564 1.786049 -3.412572 -0.022 -0.002 0.001
H -3.149064 2.263733 -1.603848 -0.004 0.013 0.005
H -2.505222 1.494883 0.688516 -0.001 0.024 -0.004
H -3.655226 2.950696 2.300744 -0.009 -0.009 0.006
H -2.854876 5.261415 2.675095 -0.001 0.007 0.006
H -0.896884 6.107495 1.427586 0.002 0.007 0.006
H 0.255742 4.664583 -0.191728 0.019 0.004 0.001
```
Positions in Å, forces in eV/Å.

Summary:
Molar mass in g/mol: 993.4
Total charge: +2
E_LUMO in eV: -5.8
Total energy in eV: -138123.90192
Energy relative to the best compared isomer or geometry (same formula, charge and spin) in kcal per mole: 0.0
Highest occupied orbital energy in eV: -13.47
Multiplicity: 1
Orbital gap in eV: 7.65

Here are the Mulliken charges for atoms 1 to 5, given in e: number 1, Tc, carries -1.268; number 2, C, carries -1.005; number 3, C, carries 0.160; number 4, C, carries -1.973; number 5, C, carries -0.200